No. 1
Here is C5H10O in the gas phase from the OMol25 dataset. Energies are from wB97M-V/def2-TZVPD.

Cartesian coordinates (Å):
C1 2.586 0.292 -0.003
C2 1.321 -0.230 0.649
O1 0.232 0.204 -0.141
C3 -0.971 -0.434 0.143
C4 -2.039 0.281 0.921
C5 -2.161 0.093 -0.574
H1 3.479 -0.119 0.480
H2 2.629 1.384 0.050
H3 2.593 0.001 -1.058
H4 1.338 -1.332 0.684
H5 1.226 0.128 1.687
H6 -0.880 -1.514 0.276
H7 -2.692 -0.300 1.566
H8 -1.808 1.282 1.276
H9 -2.892 -0.612 -0.964
H10 -1.982 0.964 -1.196

The gap between HOMO and LUMO comes out at 10.554 eV. As for the multiplicity: 1. As for the HOMO energy: -9.31 eV. Its total charge is 0. Its SMILES is CCOC1CC1. Its maximum force is 0.27 eV/A.

No. 2
Here is a molecular structure, C26H34F3N8O2P2Re in a non-equilibrium geometry from the OMol25 dataset. Energies are from wB97M-V/def2-TZVPD.

Cartesian coordinates (Å):
Re1 -0.684 -0.233 -0.489
N1 -3.994 0.517 -0.314
C1 -3.294 0.969 0.800
C2 -4.085 1.550 1.795
C3 -3.497 2.083 2.910
C4 -2.108 2.035 3.011
C5 -1.403 1.414 2.024
N2 -1.957 0.840 0.902
C6 -3.610 0.312 -1.616
C7 -4.631 0.326 -2.585
C8 -4.327 0.118 -3.898
C9 -2.985 -0.100 -4.254
C10 -2.052 -0.113 -3.269
N3 -2.330 0.088 -1.930
H1 -4.990 0.632 -0.211
H2 -5.159 1.596 1.658
H3 -4.099 2.552 3.678
H4 -1.581 2.469 3.850
H5 -0.330 1.372 2.066
H6 -5.650 0.516 -2.272
H7 -5.108 0.131 -4.649
H8 -2.687 -0.257 -5.282
H9 -1.012 -0.284 -3.495
N4 -0.357 1.853 -1.260
N5 0.642 1.786 -2.245
C11 1.272 0.617 -2.536
N6 2.280 0.696 -3.381
N7 0.759 -0.502 -1.976
N8 1.302 -1.801 -2.233
O1 2.272 -1.854 -2.913
O2 2.369 -2.165 0.126
H10 -1.202 2.243 -1.671
H11 -0.008 2.467 -0.523
H12 0.941 2.651 -2.667
H13 2.553 1.580 -3.785
H14 2.792 -0.139 -3.605
C12 -0.227 -1.132 3.074
P1 -0.004 -1.663 1.364
C13 1.762 -2.201 1.394
C14 -0.937 -3.219 1.326
C15 -0.806 -3.785 -0.063
P2 -1.444 -2.548 -1.206
C16 -3.247 -2.625 -1.007
C17 -1.175 -3.280 -2.840
H15 0.028 -1.990 3.700
H16 -1.257 -0.849 3.283
H17 0.442 -0.312 3.330
H18 1.751 -3.217 1.803
H19 2.260 -1.552 2.121
H20 3.232 -2.593 0.182
H21 -1.979 -2.991 1.568
H22 -0.576 -3.902 2.097
H23 -1.355 -4.720 -0.184
H24 0.238 -3.971 -0.332
H25 -3.543 -3.674 -0.958
H26 -3.739 -2.175 -1.869
H27 -3.587 -2.120 -0.104
H28 -1.896 -4.096 -2.911
H29 -0.166 -3.673 -2.921
H30 -1.364 -2.587 -3.657
F1 7.157 4.381 2.132
C18 6.652 3.511 3.015
F2 7.598 2.622 3.319
F3 6.333 4.188 4.124
C19 5.422 2.841 2.440
C20 4.330 3.637 2.118
C21 3.190 3.057 1.596
C22 3.145 1.674 1.394
C23 4.247 0.884 1.714
C24 5.389 1.472 2.239
C25 1.955 1.051 0.872
C26 0.953 0.521 0.424
H31 4.375 4.707 2.278
H32 2.334 3.676 1.352
H33 4.218 -0.184 1.543
H34 6.249 0.868 2.489

The gap between HOMO and LUMO (alpha / beta) comes out at 7.592 / 6.049 eV. As for the multiplicity: 2. As for the HOMO energy (alpha / beta): -16.07 / -16.20 eV. Its total charge is +3. Its maximum force is 1.35 eV/A.

No. 3
Here is a gas-phase ion, C5H9O (charge +1) in a non-equilibrium geometry from the OMol25 dataset. Energies are from wB97M-V/def2-TZVPD.

Cartesian coordinates (Å):
C1 0.026 0.654 0.333
C2 3.331 -0.506 0.037
C3 1.294 0.759 0.142
C4 -1.166 0.462 -0.672
C5 -2.416 0.092 0.192
O1 2.459 0.657 -0.147
H1 -0.272 0.728 1.315
H2 -2.571 -0.870 0.346
H3 3.260 -1.114 0.917
H4 3.097 -1.119 -0.715
H5 -1.043 -0.420 -1.278
H6 4.301 -0.151 0.123
H7 -1.148 1.471 -1.098
H8 -2.370 0.735 1.100
H9 -3.291 0.373 -0.233

The gap between HOMO and LUMO comes out at 10.360 eV. As for the multiplicity: 1. As for the HOMO energy: -15.53 eV. Its total charge is +1. Its maximum force is 6.15 eV/A.

No. 4
Here is a molecular structure, C25H42AsCaN5Si3 from the OMol25 dataset. Energies are from wB97M-V/def2-TZVPD.

Cartesian coordinates (Å):
Ca1 1.039 0.155 0.097
C1 2.807 2.901 -0.804
N1 1.507 2.665 -0.137
C2 1.343 3.332 1.172
C3 1.234 2.361 2.313
N2 1.479 1.071 2.240
C4 1.234 0.566 3.523
C5 1.330 -0.735 4.011
C6 1.018 -0.936 5.339
C7 0.627 0.127 6.170
C8 0.535 1.422 5.700
C9 0.845 1.612 4.358
N3 0.854 2.743 3.548
C10 3.593 1.646 -1.051
N4 3.108 0.423 -1.029
C11 4.167 -0.414 -1.401
C12 4.214 -1.798 -1.547
C13 5.416 -2.353 -1.934
C14 6.548 -1.556 -2.171
C15 6.513 -0.184 -2.032
C16 5.297 0.364 -1.644
N5 4.892 1.673 -1.407
H1 3.417 3.593 -0.220
H2 2.636 3.382 -1.770
H3 0.787 3.025 -0.752
H4 0.444 3.951 1.156
H5 2.177 4.011 1.368
H6 1.657 -1.553 3.380
H7 1.084 -1.930 5.759
H8 0.399 -0.074 7.207
H9 0.240 2.237 6.346
H10 0.639 3.682 3.843
H11 3.341 -2.417 -1.377
H12 5.494 -3.423 -2.062
H13 7.471 -2.032 -2.473
H14 7.387 0.425 -2.218
H15 5.468 2.495 -1.497
C17 -3.304 0.570 2.266
Si1 -3.550 0.661 0.419
C18 -3.404 2.426 -0.178
C19 -5.138 -0.132 -0.135
As1 -1.724 -0.525 -0.527
Si2 -1.635 -0.005 -2.835
C20 -0.597 -1.314 -3.672
C21 -0.687 1.622 -2.897
C22 -3.322 0.148 -3.596
Si3 -2.155 -2.856 -0.348
C23 -3.406 -3.387 -1.617
C24 -2.758 -3.142 1.392
C25 -0.489 -3.667 -0.618
H16 -4.114 1.095 2.778
H17 -2.360 1.033 2.565
H18 -3.300 -0.462 2.620
H19 -4.202 3.029 0.261
H20 -3.493 2.504 -1.262
H21 -2.451 2.870 0.124
H22 -5.992 0.410 0.278
H23 -5.208 -1.166 0.207
H24 -5.232 -0.125 -1.222
H25 0.403 -1.385 -3.235
H26 -0.472 -1.065 -4.729
H27 -1.059 -2.301 -3.622
H28 0.348 1.488 -2.556
H29 -1.173 2.387 -2.286
H30 -0.625 1.999 -3.921
H31 -3.872 -0.791 -3.508
H32 -3.240 0.390 -4.658
H33 -3.914 0.933 -3.121
H34 -4.341 -2.835 -1.497
H35 -3.630 -4.449 -1.500
H36 -3.050 -3.233 -2.637
H37 -3.732 -2.678 1.561
H38 -2.058 -2.749 2.133
H39 -2.871 -4.213 1.575
H40 -0.056 -3.386 -1.580
H41 -0.589 -4.755 -0.610
H42 0.211 -3.403 0.181

The gap between HOMO and LUMO comes out at 9.056 eV. As for the multiplicity: 1. As for the HOMO energy: -13.93 eV. Its total charge is +2. Its maximum force is 0.31 eV/A.